[1]
Density functional theory data (ωB97M-V/def2-TZVPD) for a cluster of 3 separate species, C5H12N2 in total at a distorted geometry.

Values from the calculation:
**HOMO (spin up / spin down)**: -0.263 / -0.251 Ha
**DFT total energy**: -8353.0908 eV
**2S+1**: 1
**Relative energy (zero: lowest compared OMol25 entry of this formula, charge and spin)**: 679.8 kJ/mol

Cartesian coordinates (Å):
H -0.29034 -0.92712 1.17545
C 0.11022 -0.15394 0.52022
C 3.01817 0.50114 -0.18876
H 0.41416 0.77485 0.99292
C 2.20267 -0.74869 -0.14801
C -2.16950 0.18737 -0.26781
C -2.37681 1.35085 0.35855
N -2.97657 -0.92250 -0.18049
H -3.84754 -0.83980 0.34345
N 0.01387 -0.16675 -0.78518
H -3.07414 -1.47206 -1.01979
H 2.27213 -1.36240 0.74671
H -3.32655 1.59006 0.84394
H 2.19512 -1.35249 -1.04881
H 2.87331 1.10876 0.70791
H -1.62062 2.12382 0.37861
H 4.09331 0.28019 -0.24317
H -0.26967 -1.08191 -1.13054
H 2.75878 1.11066 -1.05519

***

[2]
Density functional theory data (ωB97M-V/def2-TZVPD) for a cluster of 2 separate species, C6H9BrSSi in total at a distorted geometry.

Values from the calculation:
**HOMO (spin up / spin down)**: -0.277 / -0.301 Ha
**DFT total energy**: -95121.4486 eV
**2S+1**: 1
**Relative energy (zero: lowest compared OMol25 entry of this formula, charge and spin)**: 276.1 kJ/mol

Cartesian coordinates (Å):
C -2.44434 -0.05033 -1.22120
H 2.02206 -1.09693 -2.26797
H -2.96959 0.11175 -0.21460
C 2.22530 -2.70037 -0.65369
H -0.10031 1.37154 2.10073
H 1.64664 -4.09943 0.92606
C 0.55118 -1.15571 -0.66299
C -0.40465 2.17112 1.45279
H 0.24854 2.91549 1.13181
C 1.69467 -1.51188 -1.26781
H 3.17378 -3.00273 -0.90204
S 0.10037 -2.25650 0.56751
H -2.88085 0.53644 -2.03961
C 1.54723 -3.16572 0.39886
H -2.63654 -1.11710 -1.56645
Br 0.22966 1.44316 -2.68103
H -1.51487 2.52280 1.45708
Si -0.62351 0.28730 -0.92950

***

[3]
Density functional theory data (ωB97M-V/def2-TZVPD) for a structure of composition C5H8O at a distorted geometry.

Values from the calculation:
**HOMO (spin up / spin down)**: -0.269 / -0.227 Ha
**DFT total energy**: -7355.9748 eV
**2S+1**: 1
**Relative energy (zero: lowest compared OMol25 entry of this formula, charge and spin)**: 606.0 kJ/mol

Cartesian coordinates (Å):
H -1.56534 0.58626 1.09762
O -1.45651 -0.98433 -1.52298
C 0.80437 0.21691 0.66208
H -0.89147 -1.24824 1.01075
C -0.74717 -0.01802 0.71644
C 0.83939 -0.88158 -0.43831
H 0.45583 2.36409 0.96515
C 0.75065 1.60680 0.24105
H 0.72440 1.87978 -0.81124
H -2.11364 -0.26744 -1.48630
H 1.40470 -1.79107 -0.21353
C -0.69928 -0.95002 -0.38943
H 1.15317 -0.49614 -1.41632
H 1.34091 -0.01699 1.58503